Entry 1:
40
Properties=species:S:1:pos:R:3:lowdin_charge:R:1 method="wB97M-V/def2-TZVPD" smiles="CNC(=O)[C@@H](Cc1ccc(O)cc1)NC(=O)CNC(C)=O" e_tot_ev=-27487.7752 homo_energy_ev=-8.392 orbital_gap_ev=8.84 de_lowest_kcal_mol=21.53 total_charge=0
O 0.933 -2.126 1.003 0.0376
O -0.711 1.405 3.381 0.0456
O -0.073 3.665 -0.399 0.0437
O 1.115 -1.577 -4.746 0.0432
C -0.010 -2.612 1.604 -0.6001
C -0.359 0.434 2.704 -0.4825
C 0.185 2.694 0.297 -0.4335
C -0.326 -1.641 -2.878 -0.0267
C 0.457 0.505 -3.780 0.0101
C -1.027 -0.972 -1.871 -0.0430
C -0.202 1.172 -2.716 -0.0137
C 0.380 -0.905 -3.830 -0.3277
C -0.947 0.425 -1.789 -0.2398
N 1.410 2.547 0.874 0.0304
N -0.499 -2.126 2.717 0.1014
N -0.377 0.473 1.351 0.1122
C -0.598 -3.908 1.112 0.0028
C 2.446 3.558 0.903 -0.0651
C 0.020 -0.860 3.375 -0.0234
C -1.708 1.140 -0.690 -0.0903
C -0.879 1.608 0.539 -0.1727
H 1.246 -2.495 -4.474 0.1078
H -0.408 -2.700 -2.939 0.1004
H 0.914 1.086 -4.595 0.1198
H -1.603 -1.558 -1.101 0.1251
H -0.109 2.281 -2.574 0.1262
H 1.550 1.746 1.470 0.1210
H -1.233 -2.613 3.127 0.1168
H -0.060 -0.368 0.849 0.1140
H -1.715 -3.843 1.126 0.0987
H -0.273 -4.147 0.133 0.0627
H -0.255 -4.754 1.725 0.0930
H 2.284 4.256 0.066 0.0883
H 2.496 4.137 1.789 0.0667
H 3.434 3.075 0.712 0.0950
H -0.311 -0.815 4.449 0.1486
H 1.088 -0.910 3.368 0.1169
H -2.561 0.545 -0.348 0.1192
H -2.129 2.070 -1.121 0.1283
H -1.585 2.106 1.178 0.1430

---

Entry 2:
41
Properties=species:S:1:pos:R:3:lowdin_charge:R:1 method="wB97M-V/def2-TZVPD" smiles="NC(=O)CC[C@H](N)C(=O)N[C@@H](Cc1ccc(O)cc1)C(=O)O" e_tot_ev=-29533.3637 homo_energy_ev=-8.358 orbital_gap_ev=8.88 de_lowest_kcal_mol=65.06 total_charge=0
C 2.785 1.090 0.182 -0.3018
C 2.027 -0.182 0.781 -0.4597
C 2.286 2.358 1.029 -0.1467
C 1.715 3.519 0.305 -0.1575
C 0.401 3.278 -0.346 -0.5113
C 0.608 -2.055 0.014 -0.1275
C 1.733 -3.229 -0.205 -0.5290
C -0.673 -2.321 -0.868 -0.0811
C -1.795 -1.443 -0.361 -0.2266
C -1.926 -0.077 -0.731 -0.0440
C -2.910 -2.015 0.291 -0.0614
C -2.955 0.732 -0.284 -0.0179
C -3.997 -1.266 0.601 -0.0317
C -4.053 0.110 0.275 -0.3550
H 1.914 1.460 -1.697 0.1336
H 3.597 1.724 -1.568 0.0722
H 3.797 0.876 0.608 0.1468
H 3.308 2.659 1.454 0.1355
H 1.644 2.065 1.834 0.1083
H 1.555 4.314 1.147 0.1545
H 2.450 3.982 -0.346 0.1212
H -1.440 4.065 -0.628 0.1233
H -0.216 5.191 -0.120 0.0566
H 0.958 -0.109 -0.838 0.0969
H 0.422 -2.161 1.137 0.1718
H -1.167 -3.304 -0.827 0.1179
H -0.474 -1.969 -1.929 0.1447
H -1.201 0.395 -1.396 0.0931
H -2.870 -3.088 0.551 0.1234
H -3.026 1.865 -0.322 0.1347
H -4.870 -1.812 1.051 0.1300
H -5.889 0.512 0.463 0.0904
H 3.479 -3.635 0.007 0.1552
N 2.875 1.105 -1.234 0.0341
N -0.435 4.426 -0.716 0.1273
N 1.277 -0.754 -0.146 0.1064
O 2.228 -0.658 1.900 0.0464
O 0.050 2.184 -0.580 0.0832
O 1.445 -4.235 -0.714 0.1393
O -5.059 0.898 0.654 0.0630
O 2.901 -2.872 0.240 0.1415

---

Entry 3:
43
Properties=species:S:1:pos:R:3:lowdin_charge:R:1 method="wB97M-V/def2-TZVPD" smiles="CCCCc1nc(SCC(=O)Nc2ccc(S(N)(=O)=O)cc2)n[nH]1" e_tot_ev=-50090.4985 homo_energy_ev=-8.788 orbital_gap_ev=9.39 de_lowest_kcal_mol=20.54 total_charge=0
C -1.608 2.144 -5.228 -0.1157
H -0.768 2.383 -5.876 0.0709
C -1.183 2.172 -3.765 -0.2750
C -0.075 1.160 -3.486 -0.2136
H -0.425 0.156 -3.732 0.1221
H 0.788 1.380 -4.121 0.1166
C 0.354 1.183 -2.011 -0.1197
C 1.425 0.193 -1.769 -0.3197
N 1.255 -1.067 -1.435 0.1404
C 2.511 -1.564 -1.374 -0.6978
N 3.449 -0.686 -1.649 0.0517
N 2.745 0.435 -1.904 0.0633
H 3.225 1.287 -2.147 0.1618
S 2.806 -3.214 -0.918 0.9625
C 1.071 -3.773 -0.895 -0.3559
C 0.131 -2.891 -0.079 -0.5635
O -1.026 -2.762 -0.392 0.0705
N 0.712 -2.390 1.049 0.1032
C 0.221 -1.423 1.917 -0.2068
C 1.074 -0.956 2.921 -0.0034
C 0.642 0.012 3.805 -0.0562
C -0.638 0.518 3.682 -0.3062
C -1.491 0.071 2.693 -0.0465
C -1.070 -0.903 1.808 0.0121
H -1.719 -1.264 1.028 0.1032
H -2.477 0.503 2.623 0.1152
S -1.201 1.742 4.839 0.6171
O -2.250 2.521 4.247 -0.3029
O -0.074 2.409 5.423 -0.3040
N -1.889 0.761 6.028 -0.0594
H -1.432 0.880 6.917 0.0618
H -2.882 0.908 6.103 0.0623
H 1.282 0.398 4.581 0.1139
H 2.076 -1.354 2.999 0.1164
H 1.692 -2.622 1.177 0.0957
H 1.093 -4.779 -0.472 0.0886
H 0.697 -3.823 -1.917 0.0895
H -0.499 0.925 -1.383 0.1244
H 0.708 2.181 -1.741 0.1227
H -2.042 1.946 -3.131 0.1110
H -0.832 3.174 -3.506 0.1089
H -2.398 2.869 -5.408 0.0683
H -1.978 1.158 -5.498 0.0724

---

Entry 4:
45
Properties=species:S:1:pos:R:3:lowdin_charge:R:1 method="wB97M-V/def2-TZVPD" smiles="Cc1ccccc1Cc1nc(NP(=N)(O)O)n(CCSc2nnco2)[nH+]1" e_tot_ev=-51498.9794 homo_energy_ev=-11.103 orbital_gap_ev=7.20 total_charge=+1
C -4.456 -1.071 -1.093 -0.1138
C -4.421 0.582 -1.279 -0.1521
C -5.112 1.222 -2.657 -0.0160
C -5.133 2.863 -2.973 -0.0407
C -4.418 3.817 -1.842 -0.0619
C -3.718 3.189 -0.472 -0.0142
C -3.700 1.554 -0.161 -0.1365
C -3.041 0.900 1.194 -0.0992
C -1.406 0.785 1.183 -0.0622
N -0.606 1.525 2.234 0.1434
C 0.812 1.161 1.813 -0.2134
N 1.860 1.685 2.510 -0.0191
P 3.598 1.490 2.229 0.7281
N 4.397 2.541 3.222 -0.2180
O 4.184 -0.111 2.730 -0.2171
O 4.133 1.901 0.607 -0.2387
N 0.923 0.239 0.641 -0.0373
C 2.030 -0.426 -0.114 -0.1904
C 1.572 -1.807 -0.936 -0.4540
S 3.030 -2.319 -2.003 0.8921
C 3.871 -3.864 -1.355 -0.4526
N 4.164 -5.072 -2.269 -0.0119
N 4.789 -6.050 -1.500 -0.0117
C 4.949 -5.479 -0.089 -0.0129
O 4.366 -4.102 0.026 -0.1036
N -0.433 0.054 0.284 0.0828
H -5.311 -1.443 -1.835 0.0955
H -3.382 -1.458 -1.419 0.0784
H -4.662 -1.394 0.022 0.0767
H -5.611 0.427 -3.391 0.0957
H -5.650 3.319 -3.936 0.0990
H -4.397 4.990 -1.983 0.0926
H -3.247 3.973 0.267 0.0902
H -3.459 -0.191 1.386 0.1207
H -3.319 1.630 2.091 0.1453
H 1.594 2.311 3.330 0.1679
H 5.015 2.014 3.879 -0.0073
H 3.419 -0.670 3.058 0.0824
H 4.945 2.516 0.675 0.1163
H 2.971 -0.739 0.507 0.1176
H 2.370 0.329 -0.973 0.1481
H 1.198 -2.640 -0.190 0.1173
H 0.673 -1.559 -1.664 0.0875
H 5.465 -6.126 0.745 0.1473
H -0.844 -0.494 -0.502 0.1602